A 4-piece molecular cluster, C9H21ClO11P2 overall. Source: the Open Molecules 2025 dataset; level of theory: ωB97M-V/def2-TZVPD.

Last column: Mulliken charge in e.
Geometry (Å):
O1 -1.5008 -2.1048 0.7839  -0.509
P1 -1.5630 -3.5797 0.5876  0.434
P2 0.4859 -4.3297 0.0642  0.272
O2 0.1215 -5.0690 -1.3634  -0.481
Cl1 0.4833 -5.9672 1.2970  -0.225
H1 -2.0628 -4.3319 1.6700  0.055
H2 -2.3593 -4.0290 -0.4896  0.097
H3 0.5757 -4.6369 -2.0971  0.354
C1 -1.2963 0.5768 -0.6020  -0.560
O3 -0.6406 1.4939 -1.4992  -0.333
C2 0.0696 2.4416 -0.8982  0.783
O4 0.1943 2.5945 0.2897  -0.545
O5 0.6290 3.2099 -1.8396  -0.348
C3 1.4344 4.2760 -1.3257  -0.618
H4 -1.8242 -0.1234 -1.2392  0.214
H5 -0.5736 0.0511 0.0123  0.303
H6 -1.9949 1.1148 0.0354  0.293
H7 2.2622 3.8835 -0.7378  0.288
H8 0.8389 4.9485 -0.7110  0.337
H9 1.8112 4.8005 -2.1989  0.194
C4 -4.4740 -2.0476 3.9796  -0.559
O6 -5.8487 -2.3677 3.7180  -0.312
C5 -6.0328 -3.1895 2.6893  0.802
O7 -5.1602 -3.6617 2.0041  -0.546
O8 -7.3389 -3.3989 2.5389  -0.326
C6 -7.6778 -4.2699 1.4533  -0.616
H10 -4.4940 -1.3734 4.8296  0.203
H11 -3.9153 -2.9499 4.2210  0.270
H12 -4.0226 -1.5638 3.1154  0.278
H13 -7.2324 -5.2520 1.5998  0.290
H14 -7.3309 -3.8537 0.5094  0.293
H15 -8.7609 -4.3364 1.4658  0.211
C7 7.8983 4.6672 -0.3757  -0.631
O9 6.5489 4.3207 -0.7106  -0.305
C8 6.4296 3.5897 -1.8181  0.746
O10 7.3352 3.2220 -2.5214  -0.548
O11 5.1366 3.3350 -2.0154  -0.209
C9 4.8574 2.5516 -3.1825  -0.626
H16 7.8269 5.2522 0.5356  0.213
H17 8.4911 3.7698 -0.2098  0.292
H18 8.3496 5.2537 -1.1738  0.294
H19 5.3480 1.5825 -3.1156  0.304
H20 5.1984 3.0683 -4.0776  0.324
H21 3.7782 2.4326 -3.1975  0.151

HOMO ... -9.545 eV
E_LUMO ... 0.147 eV
Orbital gap ... 9.691 eV
Largest force on an atom ... 0.00856 hartree/bohr
SMILES ... O=[PH2]P(O)Cl.COC(=O)OC.COC(=O)OC.COC(=O)OC

***

C9H21CrF8N8O24S4 as an isolated structure. Source: the Open Molecules 2025 dataset; level of theory: ωB97M-V/def2-TZVPD.

Last column: Mulliken spin population.
Geometry (Å):
Cr1 9.9048 -26.5776 16.8847  3.941
C1 11.4898 -23.7890 20.2261  0.001
F1 12.0350 -23.3585 19.1554  -0.001
F2 12.1488 -23.2438 21.2393  0.000
F3 10.2128 -23.3938 20.2678  0.000
S1 11.4619 -25.8322 20.1727  -0.003
O1 10.5432 -26.2074 21.3092  0.002
O2 10.8580 -26.0872 18.8605  -0.080
O3 12.8014 -26.3178 20.3904  0.000
C2 6.1349 -24.2727 18.3149  0.005
F4 4.8344 -24.2911 18.5838  0.000
F5 6.3531 -23.7147 17.0893  0.001
F6 6.8251 -23.5819 19.1724  0.000
S2 6.9354 -26.0329 18.1833  -0.005
O4 8.2892 -25.8086 17.6604  -0.014
O5 6.9327 -26.5599 19.5560  0.000
O6 6.0637 -26.8058 17.2879  0.001
N1 9.6599 -27.3322 15.0455  -0.024
S3 8.7880 -28.3928 14.4060  0.007
O7 9.4479 -29.6808 14.1298  -0.001
O8 7.5823 -28.0586 13.6744  0.005
F7 8.2515 -28.7892 15.8749  0.011
S4 10.3472 -26.9364 13.5338  0.024
O9 9.5126 -26.2231 12.5948  0.004
O10 11.3580 -27.8693 13.0213  0.000
F8 11.2667 -25.7814 14.2157  0.012
C3 7.6394 -26.0038 22.2262  0.001
N2 8.3498 -25.4932 23.4514  0.000
O11 8.6150 -24.3218 23.4966  0.000
O12 8.6327 -26.3498 24.3642  0.000
H1 7.1729 -26.9464 22.5126  0.000
H2 8.3246 -25.9361 21.3812  0.000
H3 6.8444 -25.2840 22.0316  0.000
C4 14.0475 -23.7657 16.1034  -0.001
N3 13.5904 -24.8954 16.8895  0.005
O13 14.4241 -25.6093 17.4721  0.001
O14 12.3983 -25.1315 16.9664  0.046
H4 13.5410 -22.9431 16.6083  0.000
H5 13.6781 -23.8908 15.0855  0.000
H6 15.1347 -23.7187 16.1642  0.000
C5 14.2258 -28.2629 14.2806  0.000
N4 15.0675 -27.1840 14.7607  0.000
O15 15.8871 -27.3942 15.6293  0.000
O16 14.8349 -26.0636 14.2624  0.000
H7 13.2633 -28.3985 14.7740  0.001
H8 14.8610 -29.1115 14.5345  0.000
H9 14.1503 -28.1171 13.2030  0.000
C6 8.6980 -29.3039 20.6540  0.001
N5 9.2169 -29.4125 19.3110  0.012
O17 9.3102 -28.4203 18.6229  0.031
O18 9.5890 -30.5200 18.9522  -0.001
H10 7.6490 -29.0262 20.5513  0.000
H11 9.3109 -28.5139 21.0880  0.000
H12 8.8883 -30.2647 21.1324  0.000
C7 8.9866 -22.1771 16.7601  0.000
N6 9.9008 -23.0720 16.0099  0.010
O19 9.8493 -24.2906 16.2204  0.016
O20 10.8499 -22.5731 15.4296  0.010
H13 8.7752 -22.5593 17.7587  0.000
H14 8.1429 -22.1263 16.0718  0.000
H15 9.6070 -21.2897 16.8858  0.001
C8 4.8945 -25.5839 14.4422  0.000
N7 5.7127 -24.5138 13.7630  0.000
O21 5.3346 -24.2097 12.6436  0.000
O22 6.6664 -23.9879 14.3373  0.000
H16 5.4049 -26.5309 14.2662  0.000
H17 3.8665 -25.6514 14.0862  0.000
H18 4.9638 -25.3305 15.5001  0.000
C9 13.3152 -29.0413 18.3576  -0.002
N8 12.3406 -29.1150 17.2203  0.000
O23 12.3228 -30.2294 16.6646  0.017
O24 11.6627 -28.1190 16.8865  -0.034
H19 14.2259 -28.7179 17.8535  0.000
H20 13.4442 -30.0031 18.8540  0.000
H21 12.9974 -28.2283 19.0104  0.000

HOMO (spin up / spin down) ... -7.673 / -7.728 eV
Expectation value of S² ... 6.01
E_LUMO (spin up / spin down) ... 1.145 / 1.345 eV
Orbital gap (spin up / spin down) ... 8.817 / 9.073 eV
Largest force on an atom ... 0.22129 hartree/bohr
Charge ... -1
Multiplicity ... 5

***

C9H21F2LiNO15P2PtS2 as an isolated structure. Source: the Open Molecules 2025 dataset; level of theory: ωB97M-V/def2-TZVPD.

Last column: Mulliken spin population.
Geometry (Å):
Pt1 -3.1690 -2.4001 2.8075  2.785
Li1 -2.0372 -0.8357 0.7189  0.095
N1 -2.2611 -0.4359 2.6913  0.082
S1 -2.9918 1.1410 2.8708  -0.114
O1 -2.2652 2.2527 2.2374  0.046
O2 -3.8155 1.3912 4.0651  0.024
F1 -4.1042 0.7736 1.8013  0.005
S2 -1.0427 0.1103 3.4705  -0.152
O3 -1.1341 0.4149 4.9092  0.051
O4 0.0277 0.8345 2.7461  0.067
F2 -0.3827 -1.3782 3.5718  -0.008
P1 -1.6234 -3.2674 0.8594  -0.121
O5 -3.0135 -2.5399 0.7985  0.115
O6 -0.6984 -2.1693 0.4072  -0.007
O7 -1.2871 -4.2040 -0.3416  0.029
O8 -1.5586 -3.5756 2.3655  0.106
C1 -4.3203 -1.0967 -1.7188  -0.018
O9 -4.3260 0.2055 -1.8945  0.003
C2 -3.4170 0.9539 -1.2758  -0.014
O10 -2.5489 0.5490 -0.4522  0.006
O11 -3.6819 2.1990 -1.6650  -0.002
C3 -2.8115 3.2952 -1.3576  0.001
H1 -3.3689 -1.5208 -2.0397  0.000
H2 -5.1276 -1.5467 -2.2967  0.000
H3 -4.3374 -1.3640 -0.6622  0.014
H4 -3.3297 4.2462 -1.4804  0.000
H5 -1.9159 3.3389 -1.9772  0.000
H6 -2.5048 3.3002 -0.3116  0.000
C4 4.7502 -0.7499 -4.3261  0.000
C5 4.6780 -1.0663 -2.8418  0.000
O12 3.8666 -0.1733 -2.2383  0.000
P2 2.7869 -0.5336 -1.0681  0.001
O13 1.8162 -1.6165 -1.4785  0.001
O14 3.6530 -0.8554 0.2730  0.000
C6 2.8276 -1.0110 1.4060  0.004
C7 3.3489 -0.1632 2.5830  0.000
O15 2.1498 0.8772 -0.6032  -0.001
C8 0.7528 1.1258 -0.7251  0.002
C9 0.6391 2.5601 -0.1373  0.000
H7 4.8520 -1.5990 -5.0018  0.000
H8 3.9097 -0.1120 -4.5995  0.000
H9 5.6043 -0.1265 -4.5908  0.000
H10 4.5313 -2.1309 -2.6592  0.000
H11 5.6600 -0.8561 -2.4179  0.000
H12 1.7571 -0.8126 1.3540  -0.002
H13 2.9426 -2.0782 1.5957  -0.001
H14 2.9933 0.8481 2.3858  -0.001
H15 2.9649 -0.4105 3.5727  0.001
H16 4.4317 -0.0401 2.6001  0.000
H17 0.4203 1.0886 -1.7625  0.000
H18 0.1417 0.4062 -0.1803  0.000
H19 1.0411 2.7349 0.8607  -0.001
H20 0.9551 3.3026 -0.8700  0.000
H21 -0.4274 2.7196 0.0216  0.002

HOMO (spin up / spin down) ... -0.054 / -0.804 eV
Expectation value of S² ... 3.76
E_LUMO (spin up / spin down) ... 4.174 / 4.160 eV
Orbital gap (spin up / spin down) ... 4.228 / 4.963 eV
Largest force on an atom ... 0.20632 hartree/bohr
Charge ... -2
Multiplicity ... 4